C24H28Cl2IrNO4 | ωB97M-V/def2-TZVPD

Output
Frontier orbital gap (alpha / beta), eV: 7.795 / 4.964
HOMO level (alpha / beta), hartree: -0.658 / -0.653
LUMO energy (alpha / beta), eV: -10.1 / -12.8
Spin multiplicity: 2
Net charge: +3

Geometry as XYZ:
```
60
Properties=species:S:1:pos:R:3:forces:R:3:lowdin_spin:R:1
Ir 0.4817 -0.4050 -0.1229 -0.5077 -0.4816 1.0173 0.038
C -1.7466 2.1957 -0.6732 -0.0191 -0.0729 0.0516 0.000
C -0.5923 2.7459 -1.4666 0.0983 0.0350 -0.0654 0.000
O 0.6403 2.1994 -0.9734 0.0251 0.0772 0.0683 0.005
C 1.2700 2.9817 0.0411 0.0125 0.0670 -0.0355 0.000
C 1.9688 2.0416 0.9986 -0.0822 0.0310 -0.0188 0.000
O 1.0001 1.0022 1.3035 0.3041 -0.2039 -0.0706 -0.001
C 0.9201 0.4561 2.6415 -0.0337 0.0136 -0.1089 0.002
C -0.5263 0.0061 2.7938 0.0238 -0.0189 0.2061 0.000
O -1.0659 -0.4302 1.5188 0.0223 0.1564 -0.2145 0.000
C -2.4474 -0.0065 1.3384 -0.0786 0.0014 0.0558 0.000
C -2.7145 0.0437 -0.1382 0.0955 -0.0056 -0.1143 0.000
O -1.6592 0.7669 -0.7776 0.0050 0.1920 -0.3586 0.000
H -2.6975 2.5440 -1.0819 -0.0019 -0.0076 -0.0142 0.000
H -1.6791 2.5049 0.3751 -0.0155 -0.0036 0.0030 0.000
H -0.5791 3.8365 -1.4378 0.0109 -0.0067 0.0147 0.000
H -0.6761 2.4376 -2.5085 -0.0007 0.0084 -0.0073 0.000
H 0.5319 3.5741 0.5869 -0.0333 -0.0355 -0.0111 0.000
H 1.9969 3.6636 -0.4078 -0.0163 0.0332 0.0418 0.000
H 2.2240 2.5529 1.9250 0.0495 0.0175 -0.0046 0.000
H 2.8648 1.5808 0.5825 -0.0175 -0.0125 -0.0211 0.000
H 1.1530 1.2435 3.3561 -0.0321 0.0023 0.0407 0.000
H 1.6439 -0.3511 2.7439 -0.0090 0.0326 0.0286 0.002
H -1.1270 0.8414 3.1504 -0.0232 -0.0113 -0.0388 0.000
H -0.6030 -0.8063 3.5171 -0.0131 -0.0035 -0.0102 0.000
H -2.5679 0.9789 1.7894 0.0210 -0.0143 0.0182 0.000
H -3.1122 -0.7067 1.8448 0.0341 -0.0269 0.0078 0.000
H -3.6835 0.5039 -0.3395 -0.0059 -0.0044 0.0115 0.000
H -2.7107 -0.9539 -0.5741 -0.0443 0.0133 -0.0111 0.000
C 1.4434 -3.7506 2.3699 -0.0331 0.0498 -0.0400 0.108
C 2.8458 -3.7916 2.2521 -0.0402 -0.0367 0.0334 0.024
C 3.4842 -2.9283 1.4044 0.0290 0.0166 -0.0337 0.026
C 2.7175 -1.9954 0.6624 -0.0371 -0.1122 0.1058 0.085
C 1.3009 -1.9148 0.8398 0.2879 0.2096 -0.1300 0.084
C 0.6717 -2.8194 1.6740 0.0460 -0.0677 0.0511 0.000
C 3.2303 -1.1914 -0.3803 0.0516 0.0981 -0.0994 0.034
C 4.5922 -1.1443 -0.7708 -0.0188 -0.0035 0.0492 0.018
C 4.9453 -0.4741 -1.8914 0.0331 0.0060 -0.0101 -0.023
C 3.9402 0.1142 -2.7092 -0.0667 0.0357 -0.0634 0.064
C 4.2416 0.7095 -3.9267 0.0404 -0.0433 0.0702 0.023
C 3.2284 1.2144 -4.7296 -0.1111 0.0170 -0.0181 0.193
C 1.8727 1.1337 -4.3217 0.0615 0.0292 -0.0616 0.001
C 1.5429 0.5949 -3.1199 0.0653 -0.0036 0.0164 0.095
C 2.5675 0.0706 -2.2640 0.0666 -0.0750 0.0970 0.098
N 2.2638 -0.4874 -1.0783 -0.0151 0.1776 -0.3996 0.110
H 0.9536 -4.4572 3.0291 -0.0097 -0.0007 -0.0069 0.005
H 3.4066 -4.5210 2.8202 0.0135 0.0094 -0.0017 0.000
H 4.5583 -2.9818 1.2906 -0.0001 -0.0055 0.0006 0.000
H -0.4011 -2.8017 1.8070 -0.0171 -0.0212 0.0039 -0.001
H 5.3328 -1.6516 -0.1712 -0.0012 0.0028 0.0096 0.000
H 5.9819 -0.4102 -2.1989 -0.0042 -0.0105 -0.0145 -0.001
H 5.2734 0.7546 -4.2509 -0.0079 0.0223 -0.0265 -0.001
H 3.4690 1.6611 -5.6858 0.0168 -0.0090 0.0011 0.008
H 1.0996 1.4974 -4.9851 0.0064 0.0116 -0.0003 -0.002
H 0.5102 0.5230 -2.8207 -0.0254 -0.0133 0.0327 0.002
Cl 0.1194 -4.2456 -3.3125 -0.0208 -0.0098 -0.0826 0.000
C 0.2850 -3.5871 -1.7390 0.0171 0.0315 0.0433 0.001
Cl -0.4131 -1.8447 -1.7522 -0.0922 -0.1099 -0.0257 0.002
H 1.3225 -3.4760 -1.4480 0.0070 0.0174 0.0182 0.000
H -0.3158 -4.1169 -1.0096 -0.0097 0.0158 0.0210 0.000
```
Forces are in eV/Å.